No. 1
# C14H34Br4N2O2V

A molecular structure, C14H34Br4N2O2V (ωB97M-V/def2-TZVPD, OMol25).

The calculation puts the molar mass at 633.0 g mol⁻¹. The total energy is -12053.901942 hartree.

```
! wB97M-V def2-TZVPD RIJCOSX def2/J DEFGRID3
* xyz 0 2
Br 7.816 21.285 2.479
Br 10.860 23.953 2.610
Br 11.846 22.458 -1.143
Br 7.990 23.638 -0.585
V 9.747 22.255 0.713
O 10.692 21.097 1.328
O 12.433 15.710 -1.581
N 12.163 21.173 5.171
N 13.167 18.639 -0.968
C 13.653 21.207 5.491
C 9.988 20.078 5.397
C 12.343 18.668 -2.222
C 12.906 23.430 5.862
C 9.189 19.029 7.599
C 12.267 18.588 0.232
C 14.089 19.789 -0.923
C 11.427 20.062 5.839
C 14.052 17.406 -1.077
C 9.069 19.068 6.088
C 11.679 22.520 5.689
C 14.062 22.642 5.267
C 13.437 16.108 -0.653
C 12.022 21.184 3.682
H 11.922 19.121 5.573
H 12.212 14.791 -1.400
H 11.521 17.972 -2.094
H 14.082 22.815 4.192
H 8.048 19.166 5.733
H 12.956 18.402 -3.073
H 14.533 17.395 -2.053
H 14.455 20.050 0.066
H 11.552 20.166 6.917
H 12.565 21.969 3.170
H 13.539 20.683 -1.242
H 12.880 24.463 5.525
H 11.585 17.762 0.043
H 10.875 22.994 5.130
H 14.214 15.338 -0.742
H 15.004 22.939 5.720
H 9.432 18.087 5.747
H 13.153 16.126 0.402
H 8.985 19.947 8.161
H 11.746 19.525 0.168
H 14.239 20.537 4.864
H 12.354 20.201 3.341
H 14.920 17.640 -0.452
H 8.446 18.321 7.979
H 13.058 23.534 6.942
H 11.914 19.667 -2.318
H 14.891 19.628 -1.639
H 13.682 20.841 6.520
H 10.153 18.671 7.968
H 9.606 21.053 5.715
H 10.983 21.332 3.404
H 9.951 19.949 4.320
H 11.323 22.368 6.708
H 12.900 18.370 1.086
*
```


No. 2
# C14H34Cl8O10P2

7 unconnected molecules or ions with the total composition C14H34Cl8O10P2 (ωB97M-V/def2-TZVPD, OMol25).

The calculation puts the molar mass at 708.0 g mol⁻¹. The total energy is -5670.589713 hartree. Its structure (SMILES) is COP(=O)(OC)OC.COP(=O)(OC)OC.CCOC(C)=O.ClCCl.ClCCl.ClCCl.ClCCl.

```
! wB97M-V def2-TZVPD RIJCOSX def2/J DEFGRID3
* xyz 0 1
Cl 7.462 7.050 -15.100
Cl 5.324 4.127 -8.687
Cl 6.296 14.340 -20.148
Cl 7.838 5.929 -17.814
Cl 7.624 12.815 -18.006
Cl 13.033 3.671 -17.054
Cl 3.468 6.159 -9.947
Cl 13.233 6.332 -15.610
P 14.760 6.414 -8.630
P 1.026 7.788 -20.063
O 16.106 7.222 -9.115
O -0.470 8.347 -20.289
O 0.975 6.501 -21.039
O 3.436 1.560 -14.852
O 4.448 0.337 -16.525
O 14.398 6.690 -7.223
O 15.196 4.861 -8.883
O 1.009 6.991 -18.662
O 2.124 8.794 -20.281
O 13.625 6.678 -9.716
C 7.804 7.404 -16.795
C 15.858 4.186 -7.805
C 2.049 5.593 -21.062
C 5.748 1.091 -14.603
C 1.130 7.792 -17.457
C -0.963 9.590 -19.718
C 13.257 4.495 -15.485
C 16.801 6.989 -10.301
C 2.117 1.406 -15.405
C 6.293 12.818 -19.219
C 4.104 4.493 -9.973
C 12.260 6.399 -9.503
C 1.024 1.923 -14.468
C 4.494 0.950 -15.428
H 14.097 4.176 -14.867
H 12.142 5.695 -8.679
H 11.879 5.933 -10.411
H 6.484 11.929 -19.820
H 2.948 6.066 -20.666
H 5.576 0.674 -13.611
H 0.380 7.455 -16.741
H -1.569 9.307 -18.858
H 3.249 3.848 -9.771
H 6.087 2.115 -14.450
H -0.001 1.853 -14.834
H 5.337 12.763 -18.698
H 17.824 6.645 -10.147
H 1.919 4.593 -20.649
H 16.894 4.117 -8.137
H -1.594 10.066 -20.468
H 12.435 4.178 -14.843
H 16.318 6.286 -10.980
H 16.863 7.944 -10.822
H 6.553 0.585 -15.135
H 15.884 4.719 -6.855
H 4.557 4.320 -10.949
H 1.931 0.367 -15.677
H 2.270 5.380 -22.108
H 6.938 7.954 -17.163
H 8.721 7.968 -16.969
H 1.023 8.875 -17.517
H 1.255 2.884 -14.008
H -0.184 10.326 -19.519
H 2.041 1.892 -16.377
H 15.443 3.194 -7.624
H 11.682 7.316 -9.388
H 0.921 1.257 -13.612
H 2.110 7.703 -16.989
*
```


No. 3
# C14H34N2O6

8 unconnected molecules or ions with the total composition C14H34N2O6 (ωB97M-V/def2-TZVPD, OMol25).

The relative energy (zero: lowest compared OMol25 entry of this formula, charge and spin) comes out at 3.407 eV. The calculation puts the molar mass at 326.4 g mol⁻¹. Its structure (SMILES) is c1cc[nH]c1.c1cc[nH]c1.CO.CO.CO.CO.CO.CO.

```
! wB97M-V def2-TZVPD RIJCOSX def2/J DEFGRID3
* xyz 0 1
O -3.566 1.060 0.600
O 0.129 3.358 0.986
O -0.761 -2.449 4.741
O -0.174 -0.857 -7.253
O -3.548 -0.981 -4.565
O -1.240 2.449 5.512
N -0.983 0.247 -0.591
N 5.407 -1.496 2.404
C 0.202 -0.713 -5.924
C -0.446 -1.712 3.590
C 5.874 -0.753 1.269
C -3.264 2.411 0.452
C 0.800 2.948 -0.138
C 0.947 -0.838 -0.054
C -0.107 -0.056 0.408
C -1.851 2.650 4.222
C -3.393 -1.895 -3.462
C -0.499 -0.423 -1.697
C 5.273 -1.155 0.189
C 0.722 -1.022 -1.414
C 4.448 -2.330 1.887
C 4.336 -2.118 0.471
H -3.119 2.563 -0.618
H 0.194 -1.704 -7.514
H -0.250 -2.494 2.856
H -4.255 -2.559 -3.391
H -1.670 1.846 3.508
H -1.387 -1.326 3.199
H -4.264 -0.374 -4.364
H 0.460 -1.107 3.616
H -3.287 -1.408 -2.493
H -0.131 4.280 1.044
H -2.601 -2.643 -3.421
H 4.094 -3.123 2.530
H 1.291 -1.640 -2.093
H -0.699 1.660 5.433
H 6.694 -0.053 1.339
H -1.498 3.595 3.808
H 3.618 -2.598 -0.178
H 0.078 2.859 -0.950
H 0.537 -1.688 -5.571
H -1.830 0.796 -0.589
H -2.343 2.706 0.954
H -0.599 -0.253 -5.346
H -1.703 -2.609 4.645
H -4.188 0.910 1.317
H 5.582 -1.448 3.398
H -0.280 0.441 1.351
H -2.925 2.702 4.401
H -4.080 2.990 0.885
H 1.090 -0.083 -5.869
H 1.515 3.730 -0.391
H 1.875 -1.105 0.429
H -0.954 -0.334 -2.672
H 5.449 -0.826 -0.825
H 1.277 1.971 -0.058
*
```


No. 4
# C14H34NO11S4

A molecular structure, C14H34NO11S4 (ωB97M-V/def2-TZVPD, OMol25).

The relative energy (zero: lowest compared OMol25 entry of this formula, charge and spin) comes out at 0.000 eV. The calculation puts the molar mass at 520.7 g mol⁻¹.

```
! wB97M-V def2-TZVPD RIJCOSX def2/J DEFGRID3
* xyz -1 1
S -5.479 2.264 -5.395
S -0.769 -1.768 1.846
S -1.340 0.263 0.221
S 5.071 -5.202 2.486
O -2.217 -0.778 -0.287
O -4.494 3.196 -4.951
O 0.363 -2.112 2.648
O -0.353 0.586 -0.766
O 3.637 1.431 0.044
O 5.164 -6.481 1.851
O -5.894 1.312 -4.200
O -2.028 -2.171 2.363
O 5.568 -4.035 1.827
O -5.251 1.472 -6.564
O 3.584 -4.947 2.954
N -0.679 -0.186 1.605
C -7.024 3.096 -5.543
C -1.686 3.020 0.688
C -3.791 0.594 -3.109
C -5.026 0.190 -3.884
C 0.519 4.148 1.291
C 2.622 -4.479 1.970
C 5.778 -5.312 4.095
C 2.151 -5.594 1.056
C -2.371 1.668 0.510
C -0.565 3.139 1.736
C 2.824 3.078 1.528
C 3.777 0.055 -0.236
C 1.726 3.567 0.564
C 3.195 1.630 1.372
H -4.070 1.186 -2.240
H -0.980 3.538 2.643
H 3.723 3.631 1.304
H -2.971 1.709 -0.380
H 4.285 -0.060 -1.174
H 5.673 -4.351 4.588
H -2.474 3.677 1.024
H -3.117 1.197 -3.716
H -7.269 3.546 -4.586
H -6.902 3.865 -6.302
H -4.767 -0.339 -4.802
H 2.142 4.303 -0.098
H -5.639 -0.479 -3.285
H -7.781 2.379 -5.845
H 0.061 4.875 0.633
H 3.044 -3.650 1.403
H 1.802 -6.446 1.640
H -3.247 -0.288 -2.771
H -1.367 3.421 -0.254
H 5.265 -6.094 4.647
H -0.077 2.204 1.941
H -3.047 1.440 1.309
H 1.785 -4.084 2.539
H 6.827 -5.564 3.967
H 0.838 4.698 2.163
H 2.551 3.272 2.553
H 4.046 1.432 2.020
H 1.418 2.729 -0.041
H 2.371 0.985 1.638
H 2.806 -0.403 -0.281
H 4.349 -0.428 0.553
H -0.578 -2.368 0.656
H 2.953 -5.946 0.408
H 1.336 -5.235 0.428
*
```


No. 5
# C14H35IrN4O4PS3

A molecular structure, C14H35IrN4O4PS3 (ωB97M-V/def2-TZVPD, OMol25).

The relative energy (zero: lowest compared OMol25 entry of this formula, charge and spin) comes out at 0.000 eV. The calculation puts the molar mass at 642.9 g mol⁻¹.

```
! wB97M-V def2-TZVPD RIJCOSX def2/J DEFGRID3
* xyz 3 5
Ir 0.214 -0.580 -0.019
S 1.164 -2.157 1.737
S -2.346 1.472 1.035
S -1.697 -0.036 -1.936
P 2.319 0.805 -0.146
O 1.071 1.814 -0.455
O 2.575 0.935 1.401
O 3.454 1.598 -0.912
O -1.106 0.517 1.132
N -2.536 -0.313 -4.427
N -1.433 1.642 -4.005
N -1.354 -2.343 0.121
N 0.999 -2.210 -1.408
C -0.337 -3.045 2.280
C 4.858 1.192 -0.911
C -0.090 -3.111 -1.862
C -3.098 1.354 2.682
C -1.885 0.470 -3.583
C -0.999 -3.515 -0.708
C -1.699 3.150 1.308
C 3.020 2.157 2.072
C -3.300 2.800 3.126
C 0.997 2.596 -1.671
C 2.176 -2.881 -0.798
C -1.610 -2.641 1.539
C 1.969 -3.375 0.629
C -2.013 3.532 2.755
H -2.122 4.612 2.841
H -4.159 3.241 2.617
H -4.007 0.761 2.609
H -2.214 3.784 0.585
H 2.484 -3.727 -1.418
H -1.900 -3.986 -1.103
H 0.332 -3.999 -2.336
H -2.019 -1.737 1.985
H -1.198 3.226 3.412
H -2.918 -1.184 -4.099
H -0.443 -2.827 3.342
H 0.990 1.939 -2.541
H 4.990 0.352 -1.588
H -2.351 -3.438 1.648
H 3.826 1.870 2.739
H -2.743 -0.037 -5.377
H -1.601 1.982 -4.942
H 2.178 2.543 2.639
H -0.109 -4.107 2.202
H -2.169 -1.888 -0.283
H 1.842 3.276 -1.717
H 1.347 -1.716 -2.225
H -2.358 0.841 3.300
H 2.946 -3.585 1.064
H 0.069 3.159 -1.600
H -0.661 -2.562 -2.606
H -3.506 2.831 4.195
H -1.012 2.270 -3.345
H 5.171 0.937 0.100
H 3.365 2.889 1.345
H 5.409 2.054 -1.269
H 1.396 -4.296 0.683
H -0.518 -4.252 -0.070
H 2.989 -2.155 -0.812
H -0.641 3.101 1.052
*
```


No. 6
# C14H35N3O11V

A molecular structure, C14H35N3O11V (ωB97M-V/def2-TZVPD, OMol25).

The relative energy (zero: lowest compared OMol25 entry of this formula, charge and spin) comes out at 0.000 eV. The calculation puts the molar mass at 472.4 g mol⁻¹.

```
! wB97M-V def2-TZVPD RIJCOSX def2/J DEFGRID3
* xyz -1 1
V 3.994 -0.800 1.686
O -0.608 2.528 -3.049
O 1.554 1.810 3.256
O -5.685 1.124 0.970
O 5.178 -1.670 2.371
O -1.770 1.677 4.023
O 4.502 -0.355 0.235
O -0.359 0.165 4.883
O 4.881 -3.924 0.479
O 2.257 0.305 1.762
O -2.594 -0.084 5.152
O 0.693 1.787 1.165
N 0.125 -0.870 -1.881
N 2.446 -2.210 0.895
N -2.338 2.688 1.183
C 2.624 -3.303 -0.077
C -3.414 1.653 -0.786
C -1.415 3.265 -3.932
C -3.628 2.377 0.585
C 5.706 -4.513 1.457
C -4.448 1.530 1.537
C -1.478 0.627 4.642
C 1.819 0.775 -2.581
C -6.539 2.140 0.489
C 3.559 -4.359 0.488
C 3.103 -2.861 -1.450
C -0.601 1.141 -3.214
C 0.355 0.544 -2.189
C 1.541 1.340 2.166
H 4.144 -2.516 -1.398
H 2.618 -2.021 -1.936
H -1.581 0.651 -3.088
H 2.070 -2.651 1.738
H -2.456 2.923 -3.911
H 3.247 -4.588 1.520
H 2.010 0.752 -3.659
H 6.705 -4.079 1.415
H -4.595 1.982 2.521
H 1.679 -3.813 -0.299
H -1.909 1.839 1.543
H -0.787 -0.940 -1.434
H 2.536 0.218 -1.983
H -6.384 2.301 -0.587
H -3.300 0.537 4.937
H -4.392 1.303 -1.127
H 5.837 -5.579 1.233
H 0.044 -1.486 -2.684
H 5.341 -4.291 2.464
H 1.086 1.241 0.466
H 0.219 1.107 -1.267
H -7.548 1.771 0.669
H 2.037 1.838 -2.417
H -3.842 0.630 1.671
H -0.286 0.877 -4.240
H 3.433 -5.290 -0.085
H -1.698 3.037 0.479
H 1.696 -1.574 0.615
H -6.350 3.108 0.963
H -2.768 0.791 -0.602
H 3.187 -3.760 -2.065
H -1.060 3.196 -4.969
H -1.334 4.289 -3.578
H -2.929 2.364 -1.450
H -4.132 3.303 0.279
*
```


No. 7
# C14H36Cd2O14

A molecular structure, C14H36Cd2O14 (ωB97M-V/def2-TZVPD, OMol25).

The calculation puts the molar mass at 653.3 g mol⁻¹. The total energy is -1942.599568 hartree.

```
! wB97M-V def2-TZVPD RIJCOSX def2/J DEFGRID3
* xyz 3 2
Cd -29.851 -17.215 11.921
Cd -30.914 -21.280 11.614
O -27.378 -18.127 18.825
O -31.227 -20.495 13.612
O -33.386 -20.909 18.173
O -31.491 -17.982 10.654
O -33.783 -16.420 12.930
O -28.727 -16.555 13.891
O -32.517 -21.376 20.909
O -25.943 -16.997 13.132
O -32.596 -23.046 14.739
O -30.745 -18.433 13.431
O -32.680 -22.358 11.635
O -34.158 -13.832 11.423
O -29.819 -16.757 16.403
O -32.100 -19.979 10.492
C -29.138 -17.771 17.075
C -32.645 -22.128 18.418
C -32.154 -18.837 10.083
C -32.649 -22.465 19.995
C -33.144 -23.802 13.620
C -31.321 -19.362 14.028
C -34.123 -13.939 12.846
C -33.611 -22.689 12.672
C -26.541 -15.744 13.011
C -34.512 -15.256 13.398
C -27.706 -17.539 17.554
C -27.707 -15.563 13.918
C -32.852 -18.451 8.759
C -32.154 -19.088 15.231
H -32.510 -24.509 13.084
H -29.242 -18.734 16.576
H -32.990 -22.978 17.830
H -33.990 -24.222 14.164
H -34.520 -23.113 12.246
H -27.103 -18.038 16.795
H -33.581 -14.544 11.137
H -26.498 -17.721 12.832
H -25.740 -15.025 13.186
H -26.849 -17.490 19.312
H -32.859 -16.293 13.160
H -35.542 -15.467 13.111
H -33.721 -19.086 8.927
H -31.988 -23.308 20.197
H -33.226 -20.588 17.283
H -32.647 -19.985 15.606
H -30.646 -17.092 16.050
H -32.224 -18.677 7.897
H -33.307 -22.384 10.909
H -31.612 -22.035 18.081
H -33.014 -20.657 20.511
H -34.424 -15.229 14.485
H -33.093 -18.568 15.044
H -33.116 -13.783 13.231
H -33.614 -22.890 20.269
H -27.359 -15.469 14.947
H -26.729 -15.697 11.939
H -34.875 -13.273 13.268
H -29.783 -17.747 17.954
H -33.897 -21.800 13.234
H -29.146 -16.611 14.753
H -31.801 -22.616 14.415
H -28.131 -14.624 13.563
H -27.516 -16.466 17.537
H -31.694 -18.554 16.063
H -33.191 -17.437 8.543
*
```


Which formula does entry 3 have?
C14H34N2O6